Entry 1:
C42H66Cl42NO | the ωB97M-V functional and the def2-TZVPD basis

XYZ file:
```
152
Properties=species:S:1:pos:R:3:forces:R:3:lowdin_charge:R:1
C 4.267 -0.210 4.199 0.92 0.57 -0.08 -0.122
C 4.511 1.176 3.370 -0.56 -0.83 0.68 -0.245
C 3.154 1.809 2.800 -0.28 0.37 0.51 -0.231
C 3.345 3.003 1.738 -0.42 -0.84 -0.30 -0.201
C 4.506 2.778 0.645 -0.24 1.53 -0.87 -0.189
C 4.011 3.085 -0.883 0.85 -0.24 -0.32 -0.188
C 3.735 1.728 -1.722 -0.29 0.77 -0.13 -0.203
C 4.165 1.817 -3.268 -0.06 -1.11 -0.31 -0.220
C 3.364 0.713 -4.176 0.17 0.81 -0.72 -0.229
C 4.354 -0.383 -4.795 0.45 -0.70 0.19 -0.201
C 4.930 -1.437 -3.692 -1.04 0.71 0.32 -0.190
C 4.034 -2.800 -3.654 1.55 0.67 -0.58 -0.199
C 4.807 -3.962 -2.855 0.30 0.89 0.73 -0.192
C 3.942 -4.717 -1.733 -0.06 -1.14 -0.34 -0.204
C 2.441 -5.109 -2.205 0.45 -1.18 -0.37 -0.205
C 1.570 -5.758 -1.015 0.60 0.52 0.72 -0.183
C 0.632 -4.724 -0.223 -0.37 -0.41 0.29 -0.190
C -0.422 -3.919 -1.133 -1.03 0.03 0.88 -0.144
C -1.039 -2.754 -0.236 -1.03 1.84 1.14 -0.040
C -2.311 -3.051 0.653 0.82 3.29 0.40 -0.084
C -3.054 -4.459 0.716 -0.21 0.75 0.18 -0.113
C -2.904 -1.895 1.494 2.48 -0.35 -2.39 -0.048
N -2.274 -0.582 1.490 1.72 -2.65 -2.39 0.044
C -1.116 -0.277 0.696 0.04 -2.95 -1.08 0.052
C -0.412 -1.334 -0.230 -2.98 0.01 2.31 -0.080
C 0.846 -0.836 -1.097 -0.18 -0.18 0.71 -0.162
C 2.225 -1.594 -0.786 0.50 0.58 0.03 -0.142
C 2.818 -1.312 0.697 -0.46 -0.24 -1.29 -0.194
O 3.886 -2.278 0.889 0.33 1.93 -0.16 -0.238
C 5.198 -1.685 0.741 1.73 -0.59 0.03 -0.104
H 3.402 -0.138 4.938 1.13 -0.07 -1.06 0.074
H 4.142 -1.117 3.514 -0.06 1.34 0.86 0.053
H 5.242 -0.381 4.790 -1.59 0.09 -0.75 0.080
H 5.298 0.925 2.583 -1.16 0.58 0.88 0.085
H 4.960 1.923 4.109 -0.49 -0.92 -1.14 0.112
H 2.408 1.023 2.392 1.47 1.03 0.53 0.088
H 2.610 2.275 3.712 0.79 -0.83 -1.41 0.115
H 2.351 3.078 1.147 1.48 0.14 1.09 0.101
H 3.511 3.971 2.325 -0.20 -1.30 -1.04 0.112
H 5.307 3.587 0.854 -0.97 -1.73 -0.19 0.117
H 4.951 1.729 0.616 -0.50 1.49 0.41 0.078
H 3.114 3.805 -0.902 1.23 -1.23 0.05 0.112
H 4.852 3.636 -1.461 -1.25 -0.82 1.11 0.076
H 2.618 1.497 -1.656 1.42 0.15 -0.15 0.090
H 4.300 0.857 -1.244 -0.74 1.14 -0.58 0.075
H 4.029 2.870 -3.726 0.13 -1.69 0.96 0.108
H 5.278 1.522 -3.378 -1.79 0.74 0.35 0.067
H 2.474 0.271 -3.599 1.46 0.40 -0.71 0.057
H 2.896 1.287 -5.068 0.66 -0.93 1.37 0.097
H 3.846 -1.025 -5.606 0.57 1.16 1.09 0.105
H 5.247 0.151 -5.299 -1.53 -0.71 0.80 0.077
H 4.811 -0.890 -2.675 0.41 -1.03 -1.36 0.086
H 6.045 -1.640 -3.828 -1.57 0.10 0.01 0.114
H 3.960 -3.136 -4.752 -0.40 0.53 1.65 0.115
H 3.025 -2.498 -3.217 1.26 -0.72 -0.75 0.081
H 5.320 -4.669 -3.607 -1.08 0.90 1.23 0.119
H 5.680 -3.444 -2.294 -1.31 -0.90 -0.85 0.101
H 4.470 -5.733 -1.550 -0.85 1.61 -0.13 0.120
H 3.949 -4.184 -0.717 -0.10 -0.44 -1.61 0.095
H 2.583 -5.953 -2.987 -0.28 1.45 1.08 0.123
H 1.900 -4.267 -2.759 0.73 -1.07 0.94 0.083
H 2.340 -6.152 -0.242 -1.31 0.53 -1.16 0.122
H 0.948 -6.665 -1.322 0.81 1.36 0.09 0.114
H 1.230 -3.976 0.399 -0.60 -1.05 -0.92 0.109
H 0.005 -5.338 0.532 1.01 1.03 -1.12 0.074
H -1.299 -4.634 -1.383 1.47 1.17 0.23 0.124
H -0.010 -3.511 -2.114 -0.41 -0.41 1.48 0.100
H -2.423 -5.256 1.261 -0.82 1.27 -1.09 0.059
H -4.019 -4.325 1.323 1.47 -0.18 -0.92 0.042
H -3.385 -4.805 -0.330 0.76 0.43 1.56 0.098
H -3.858 -2.028 2.147 1.99 0.84 -2.11 0.003
H -2.690 0.180 2.051 0.17 -0.54 -0.41 0.024
H -0.696 0.789 0.736 -0.91 -1.77 0.12 0.133
H 0.587 -0.905 -2.217 0.47 0.10 1.85 0.050
H 1.011 0.274 -0.823 -0.40 -1.66 -0.53 0.107
H 2.218 -2.715 -1.007 -0.25 1.66 0.45 0.082
H 3.010 -1.139 -1.507 -1.31 -0.74 1.08 0.092
H 2.054 -1.472 1.532 0.92 0.30 -1.14 0.129
H 3.195 -0.221 0.670 -0.52 -1.69 0.45 0.106
H 5.222 -0.711 0.146 -0.33 -1.22 0.83 0.078
H 5.717 -1.530 1.765 -1.05 -0.05 -1.52 0.097
H 5.891 -2.421 0.173 -1.31 1.03 0.82 0.101
C -1.276 -0.953 -5.049 0.08 -0.02 -0.33 -1.500
Cl -1.607 -1.125 -3.318 -0.35 -0.03 -0.14 0.562
Cl 0.294 -0.176 -5.297 -0.23 -0.09 0.06 0.574
Cl -1.331 -2.529 -5.849 -0.01 0.19 0.12 0.545
H -2.045 -0.319 -5.487 0.13 -0.11 0.15 0.020
C -4.392 2.980 2.342 0.22 0.29 0.01 -1.535
Cl -3.149 3.133 1.091 0.01 -0.02 0.07 0.524
Cl -4.314 1.382 3.103 -0.11 0.01 0.20 0.566
Cl -4.216 4.254 3.554 -0.09 -0.22 -0.09 0.580
H -5.368 3.087 1.871 0.38 -0.09 0.19 -0.114
C -4.830 -3.932 5.034 -0.43 -0.13 0.46 -1.471
Cl -3.930 -3.048 3.785 -0.25 -0.80 1.32 0.635
Cl -6.081 -2.897 5.736 0.18 -0.09 -0.11 0.555
Cl -5.547 -5.408 4.371 0.49 0.19 0.23 0.515
H -4.135 -4.214 5.823 -0.06 0.10 -0.21 -0.016
C -7.244 1.721 0.196 -0.06 -0.29 0.04 -1.467
Cl -7.273 3.390 0.786 -0.39 0.07 -0.35 0.578
Cl -5.675 1.347 -0.533 -0.15 -0.04 0.01 0.511
Cl -7.598 0.588 1.508 -0.04 0.03 -0.26 0.521
H -8.013 1.615 -0.567 0.16 0.07 0.15 0.027
C -9.260 2.098 4.843 -0.02 -0.02 0.00 -1.511
Cl -9.200 0.341 5.040 0.02 0.14 0.01 0.506
Cl -7.731 2.696 4.183 -0.09 0.12 0.30 0.492
Cl -10.614 2.561 3.803 0.14 -0.04 0.08 0.541
H -9.410 2.550 5.822 0.03 -0.09 -0.21 0.022
C -1.624 -6.248 4.489 -0.03 -0.22 0.06 -1.539
Cl -0.366 -6.122 3.251 -0.12 0.05 0.04 0.548
Cl -1.587 -7.842 5.254 -0.06 0.23 -0.13 0.553
Cl -1.434 -4.971 5.700 -0.02 -0.04 -0.07 0.547
H -2.593 -6.122 4.008 0.16 -0.01 0.09 -0.028
C -6.365 -7.663 0.931 -0.22 -0.04 0.01 -1.504
Cl -6.964 -6.423 -0.181 0.11 -0.11 0.04 0.523
Cl -4.784 -7.201 1.580 -0.02 -0.20 -0.12 0.523
Cl -7.522 -7.936 2.240 0.24 -0.31 -0.18 0.517
H -6.250 -8.593 0.377 0.00 0.20 0.12 0.021
C -3.262 3.864 -3.101 -0.11 0.18 -0.11 -1.537
Cl -2.886 4.390 -4.747 0.00 -0.07 0.22 0.541
Cl -4.992 4.033 -2.772 0.21 0.06 -0.02 0.515
Cl -2.742 2.189 -2.849 0.04 0.01 0.05 0.479
H -2.718 4.500 -2.405 -0.11 -0.14 -0.14 0.015
C -9.578 -4.685 3.822 -0.05 0.00 -0.07 -1.522
Cl -11.079 -5.244 3.071 0.17 0.03 0.12 0.542
Cl -8.239 -4.774 2.669 -0.38 0.35 -0.01 0.458
Cl -9.759 -3.033 4.429 -0.02 -0.12 0.01 0.499
H -9.354 -5.337 4.665 -0.02 0.14 -0.17 0.022
C -3.831 8.039 3.177 -0.01 0.06 0.00 -1.561
Cl -4.358 8.288 4.848 0.04 -0.11 -0.16 0.518
Cl -4.920 8.865 2.052 0.08 -0.13 0.08 0.521
Cl -2.168 8.602 2.958 -0.13 -0.11 0.01 0.520
H -3.862 6.972 2.962 0.01 0.27 0.04 -0.046
C 7.262 3.796 -5.216 0.04 0.01 -0.02 -1.504
Cl 6.905 3.631 -3.491 0.27 0.27 -0.12 0.563
Cl 8.834 4.572 -5.452 -0.13 -0.04 -0.01 0.556
Cl 7.223 2.217 -6.014 -0.03 0.15 0.05 0.548
H 6.497 4.426 -5.666 0.16 -0.13 0.10 0.022
C -13.480 4.599 1.897 -0.08 0.05 0.00 -1.555
Cl -14.945 4.936 2.831 0.18 -0.07 -0.06 0.526
Cl -13.885 3.808 0.367 0.07 0.02 0.14 0.517
Cl -12.571 6.089 1.606 -0.02 -0.15 0.05 0.515
H -12.853 3.924 2.476 -0.15 0.15 -0.12 -0.032
C 10.123 5.983 -2.234 0.05 0.08 0.02 -1.557
Cl 10.006 7.626 -1.588 0.18 -0.21 -0.01 0.500
Cl 11.695 5.726 -3.004 -0.20 0.00 0.02 0.522
Cl 9.856 4.791 -0.953 -0.04 0.05 -0.12 0.509
H 9.348 5.855 -2.987 0.16 0.00 0.15 -0.046
C 6.847 10.350 -2.828 0.02 0.04 -0.09 -1.540
Cl 6.999 8.594 -2.667 -0.22 0.17 -0.01 0.489
Cl 8.334 11.044 -3.490 -0.14 -0.07 0.11 0.524
Cl 5.460 10.764 -3.845 0.09 -0.01 0.12 0.517
H 6.684 10.771 -1.838 0.03 -0.10 -0.21 0.017
```
Positions in Å, forces in eV/Å.

Summary:
Total charge: +1
DFT total energy (eV): -574089.55052
Lowest unoccupied orbital energy (eV): -3.5973
HOMO-LUMO gap (eV): 8.088

Entry 2:
C40H45IN2OPdSeSi | the ωB97M-V functional and the def2-TZVPD basis

XYZ file:
```
92
Properties=species:S:1:pos:R:3:forces:R:3:lowdin_spin:R:1
Pd -0.894 0.259 -0.818 1.63 0.25 -0.35 1.204
I 0.003 2.261 0.924 -0.12 0.29 0.64 0.172
C -1.938 3.054 1.078 -0.31 -2.01 -1.50 0.017
C -2.404 3.813 2.072 0.33 0.60 0.40 0.001
C -3.655 4.417 1.942 -1.01 -0.49 1.23 0.001
C -4.518 4.168 0.923 0.54 1.69 -1.35 0.001
C -4.018 3.373 -0.182 -1.33 -0.52 1.51 0.006
C -4.837 3.121 -1.307 1.75 0.29 1.00 -0.006
C -4.370 2.211 -2.190 -0.58 0.81 0.13 0.007
C -3.213 1.471 -2.085 1.20 -0.88 1.13 0.029
C -2.357 1.652 -0.999 -2.12 0.84 0.20 0.205
C -2.814 2.627 0.002 1.46 0.56 -1.20 0.035
H -1.890 4.039 2.983 0.74 0.00 0.13 0.001
H -3.934 4.930 2.847 -0.50 0.61 -0.12 0.000
H -5.412 4.855 0.811 0.80 -1.35 0.08 0.001
H -5.700 3.724 -1.491 -0.53 0.08 -0.02 0.000
H -4.979 2.165 -3.013 -1.24 -0.84 -2.36 0.001
H -3.038 0.642 -2.779 0.11 0.49 0.01 0.006
Se 3.901 1.651 7.725 0.35 -0.38 0.97 0.001
C 3.297 2.323 6.123 -0.87 1.71 0.04 0.000
C 3.296 1.561 4.960 1.28 -0.17 -1.53 -0.001
C 2.906 2.196 3.759 -0.13 -0.87 0.67 0.001
N 2.473 3.440 3.674 -0.22 0.01 -1.51 0.003
C 2.443 4.173 4.766 1.16 -2.24 1.95 0.000
C 2.808 3.699 6.011 0.64 -1.57 -0.14 0.000
H 3.881 0.579 4.910 -1.31 1.42 0.22 -0.001
H 2.906 1.659 2.810 0.15 -0.15 0.15 0.000
H 2.268 5.174 4.687 -0.92 2.69 -0.52 0.000
H 2.846 4.362 6.880 -0.08 -0.36 -0.25 0.000
C 1.805 -2.127 -0.095 -0.97 -1.64 -1.61 0.029
C 2.172 -2.106 1.347 -1.66 1.75 0.39 0.123
C 3.350 -2.507 1.805 2.88 -1.29 2.24 -0.009
C 3.766 -2.304 3.185 -0.51 -0.55 -1.07 0.193
C 2.881 -1.679 4.058 0.71 -0.68 1.60 -0.009
C 1.616 -1.259 3.689 -0.62 0.54 0.73 0.181
C 0.589 -0.628 4.701 -0.07 -1.89 -2.93 0.025
C 1.299 -1.432 2.332 -1.58 -0.10 -2.07 0.112
N 0.109 -1.045 1.856 0.80 -0.06 0.55 1.287
H 1.019 -2.924 -0.386 0.98 1.35 0.79 0.007
H 2.659 -2.422 -0.741 -0.17 0.40 0.54 0.001
H 1.405 -1.171 -0.478 0.23 -0.34 0.29 0.012
H 4.022 -3.123 1.201 -0.12 0.48 -0.19 -0.001
H 4.731 -2.746 3.534 -0.98 0.64 -0.30 0.011
H 3.135 -1.637 5.136 0.00 0.21 -0.77 -0.002
H 1.121 -0.203 5.477 0.91 0.78 1.84 0.001
H -0.149 -1.384 5.014 0.47 0.05 0.18 0.007
H -0.008 0.119 4.199 0.04 0.42 -0.23 0.009
C 3.929 3.736 -2.252 -0.08 0.10 -0.78 0.000
Si 3.242 2.322 -3.268 -0.48 -0.87 -0.08 -0.003
C 4.510 0.939 -3.494 -0.21 0.57 1.45 -0.001
C 2.860 2.972 -4.979 -0.61 0.33 -2.06 0.000
C 1.758 1.594 -2.567 0.82 0.53 -0.27 0.019
C 0.798 1.081 -2.039 -1.91 -1.25 1.12 0.171
H 3.064 4.361 -1.966 0.51 0.25 -0.62 0.000
H 4.674 4.189 -2.983 -0.77 0.10 1.35 0.000
H 4.343 3.456 -1.286 0.50 -0.20 -0.21 0.000
H 5.310 1.273 -4.125 0.79 0.04 -0.17 0.000
H 4.078 0.061 -3.900 -0.69 -0.74 -0.78 0.000
H 4.842 0.591 -2.495 0.26 0.48 -0.44 0.000
H 3.782 3.253 -5.486 0.55 -0.18 -0.06 0.000
H 2.304 3.909 -5.104 -0.20 0.01 0.78 0.000
H 2.323 2.329 -5.748 0.66 0.12 1.30 0.000
C -3.049 -1.629 1.240 0.39 0.87 -1.69 0.019
C -2.749 -3.045 0.763 -2.56 0.88 -1.20 0.003
C -1.453 -3.561 1.142 2.65 -1.45 0.56 0.010
C -2.956 -3.226 -0.762 -1.55 -0.73 0.86 0.009
C -4.013 -4.100 -1.112 -0.96 0.46 -1.84 -0.001
C -4.267 -4.345 -2.509 1.47 -0.10 1.10 0.011
C -3.331 -3.865 -3.447 0.14 0.41 1.44 -0.001
C -2.240 -3.047 -3.095 -0.81 -0.14 1.12 0.008
C -1.046 -2.789 -3.954 -0.40 -2.51 -1.66 0.001
C -0.773 -1.380 -4.301 1.05 1.56 1.07 0.000
C 0.170 -3.559 -3.418 0.40 -0.01 0.17 0.001
C -2.104 -2.617 -1.750 -1.43 -1.25 0.69 0.002
O -1.161 -1.830 -1.383 0.91 0.87 0.38 0.071
H -2.555 -1.379 2.169 -0.30 -0.02 0.44 0.001
H -4.127 -1.454 1.193 0.07 0.06 0.51 0.000
H -2.642 -0.913 0.489 -0.11 -0.25 0.50 0.012
H -3.571 -3.640 1.213 0.62 -0.14 -0.06 0.001
H -0.616 -3.145 0.543 -0.76 -0.03 0.49 0.004
H -1.451 -4.644 0.931 0.17 0.13 0.21 0.001
H -1.217 -3.413 2.209 -0.07 -0.05 -0.29 0.002
H -4.824 -4.517 -0.416 1.76 0.67 -0.56 0.000
H -4.966 -5.131 -2.798 -0.16 0.48 -0.03 0.001
H -3.450 -4.165 -4.455 0.06 -0.29 -1.04 0.000
H -1.311 -3.324 -4.884 0.21 0.01 -0.13 0.000
H -0.667 -0.935 -3.296 0.05 0.57 -0.74 0.001
H -1.660 -0.951 -4.779 0.44 0.20 -0.24 0.000
H 0.221 -1.178 -4.820 -1.43 -0.38 0.25 0.000
H 0.480 -3.240 -2.405 -0.03 0.23 -0.74 0.000
H 0.978 -3.430 -4.164 -0.04 -0.11 0.58 0.000
H -0.042 -4.632 -3.310 -0.11 0.18 -0.27 0.000
```
Positions in Å, forces in eV/Å.

Summary:
Total charge: -2
DFT total energy (eV): -132036.85454
Lowest unoccupied orbital energy (spin up / spin down) (eV): 4.1173 / 3.2108
HOMO-LUMO gap (spin up / spin down) (eV): 5.918 / 5.011
Expectation value of S²: 6.0742
Multiplicity: 5

Entry 3:
C4H15N5 | the ωB97M-V functional and the def2-TZVPD basis

XYZ file:
```
24
Properties=species:S:1:pos:R:3:forces:R:3:lowdin_charge:R:1
C -1.746 0.711 -0.649 0.12 0.21 0.15 -0.073
C -0.431 0.869 0.110 0.15 -0.21 -0.20 -0.313
C 0.582 1.722 -0.671 -0.13 0.22 0.45 -0.255
N 0.989 1.107 -1.929 0.04 0.08 -0.30 -0.003
C 0.117 -0.524 0.513 0.10 0.09 0.22 -0.632
N 1.415 -0.465 1.212 0.02 -0.06 -0.03 0.080
N 0.231 -1.367 -0.649 0.05 -0.21 -0.13 0.090
N -0.869 -1.112 1.417 -0.14 0.13 0.24 -0.087
N -0.605 -2.444 1.827 0.23 -0.12 -0.11 -0.012
H -2.138 1.685 -0.937 -0.08 0.11 -0.06 0.076
H -1.600 0.098 -1.532 -0.09 -0.06 -0.13 0.066
H -2.465 0.208 -0.011 -0.11 -0.05 -0.08 0.072
H -0.633 1.412 1.042 0.05 -0.03 0.00 0.136
H 1.487 1.861 -0.069 -0.13 0.03 -0.03 0.102
H 0.134 2.720 -0.813 0.08 -0.14 0.06 0.112
H 1.696 1.677 -2.380 -0.12 -0.10 -0.02 0.078
H 0.192 1.056 -2.555 0.10 0.04 -0.07 0.075
H 1.394 0.212 1.967 0.05 0.05 -0.01 0.075
H 2.154 -0.207 0.568 0.01 0.00 0.05 0.068
H 0.724 -0.856 -1.375 0.05 -0.10 0.05 0.047
H 0.764 -2.198 -0.418 -0.01 0.06 0.01 0.073
H -0.931 -0.547 2.261 -0.04 -0.11 -0.13 0.107
H 0.393 -2.569 2.023 -0.17 0.07 -0.12 0.058
H -0.855 -3.049 1.048 -0.02 0.09 0.20 0.063
```
Positions in Å, forces in eV/Å.

Summary:
Total charge: 0
DFT total energy (eV): -11841.37692
Lowest unoccupied orbital energy (eV): 0.8452
HOMO-LUMO gap (eV): 9.784
SMILES: C[C@H](CN)C(N)(N)NN

Which value of DFT total energy does entry 2 give? -132036.85454 eV